Entry 1:
{"formula": "C15H10BrCoNO2S4", "method": "ωB97M-V/def2-TZVPD", "charge": -2, "fmax_ha_per_bohr": 0.0094, "multiplicity": 4, "lumo_ha": [0.1401, 0.1401], "energy_ha": -6332.52959, "homo_energy_ha": [-0.04595, -0.05254], "homo_lumo_gap_ha": [0.1860, 0.1926], "species": ["Co", "S", "S", "S", "S", "Br", "C", "C", "C", "C", "C", "C", "C", "O", "O", "H", "H", "H", "H", "C", "C", "C", "C", "C", "C", "C", "C", "N", "H", "H", "H", "H", "H", "H"], "positions_angstrom": [[1.048, 1.636, -0.258], [3.352, 1.742, -0.473], [3.833, 3.710, -0.892], [2.357, 4.313, -2.180], [0.594, 3.712, -1.263], [-5.651, 0.148, -3.341], [-4.451, 0.602, -1.925], [-3.240, 1.195, -2.229], [-2.371, 1.516, -1.192], [-2.719, 1.263, 0.129], [-3.950, 0.678, 0.402], [-4.823, 0.332, -0.619], [-1.789, 1.607, 1.295], [-2.317, 1.757, 2.399], [-0.557, 1.677, 1.019], [-2.969, 1.400, -3.255], [-1.417, 1.975, -1.423], [-4.210, 0.507, 1.439], [-5.775, -0.136, -0.407], [0.784, -0.449, -0.737], [1.627, -1.246, 0.115], [2.893, -1.721, -0.301], [3.696, -2.474, 0.525], [3.281, -2.798, 1.822], [2.038, -2.328, 2.266], [1.238, -1.577, 1.437], [4.109, -3.598, 2.675], [4.777, -4.248, 3.356], [-0.278, -0.573, -0.528], [1.009, -0.546, -1.799], [3.233, -1.472, -1.299], [4.655, -2.831, 0.170], [1.710, -2.561, 3.272], [0.284, -1.210, 1.799]], "forces_ev_per_a": [[-0.14, -0.06, -0.06], [0.32, -0.14, 0.01], [-0.02, -0.03, 0.42], [-0.31, -0.22, -0.30], [-0.05, 0.26, -0.02], [-0.02, -0.01, -0.02], [0.03, 0.02, 0.04], [0.01, 0.00, 0.01], [-0.01, -0.04, -0.02], [-0.02, 0.00, -0.02], [-0.04, 0.02, 0.00], [0.01, 0.00, 0.00], [0.05, -0.06, -0.05], [0.01, -0.05, 0.02], [0.23, 0.15, 0.08], [0.00, 0.01, 0.00], [0.00, -0.01, 0.00], [0.00, 0.00, 0.00], [0.00, 0.00, 0.00], [-0.03, 0.10, -0.07], [-0.08, -0.01, 0.01], [0.03, 0.00, 0.02], [-0.03, 0.01, -0.07], [0.15, -0.12, 0.15], [-0.06, 0.04, -0.03], [0.01, -0.02, 0.03], [-0.11, 0.12, -0.14], [0.00, -0.02, 0.02], [-0.01, 0.03, -0.01], [0.03, -0.02, 0.00], [0.01, 0.02, 0.01], [0.01, 0.02, 0.01], [0.00, 0.00, 0.00], [0.01, 0.01, 0.00]]}

Entry 2:
{"formula": "C23H24AsBrN3O2S2Zr", "method": "ωB97M-V/def2-TZVPD", "charge": 3, "fmax_ha_per_bohr": 0.0127, "de_lowest_kcal_mol": 2.2, "lumo_ha": -0.3592, "energy_ha": -6858.01990, "homo_energy_ha": -0.61655, "homo_lumo_gap_ha": 0.2574, "species": ["Zr", "O", "S", "O", "N", "C", "C", "C", "C", "C", "C", "C", "C", "N", "C", "C", "C", "C", "C", "C", "C", "H", "H", "H", "H", "H", "H", "H", "H", "H", "H", "H", "C", "As", "C", "C", "S", "H", "H", "H", "H", "H", "H", "H", "H", "H", "Br", "C", "C", "C", "C", "C", "N", "H", "H", "H", "H"], "positions_angstrom": [[-0.347, -0.164, -0.558], [1.590, 2.818, 0.043], [0.577, 2.141, 0.766], [-0.672, 1.820, -0.101], [0.843, 0.571, 1.044], [2.083, 0.004, 1.418], [3.013, 0.488, 2.297], [4.187, -0.259, 2.549], [4.406, -1.464, 1.947], [3.454, -1.984, 1.035], [3.582, -3.215, 0.363], [2.603, -3.629, -0.511], [1.498, -2.812, -0.731], [1.336, -1.635, -0.121], [2.298, -1.229, 0.775], [0.112, 2.983, 2.191], [0.536, 4.306, 2.324], [0.165, 4.993, 3.467], [-0.603, 4.364, 4.438], [-1.013, 3.041, 4.289], [-0.658, 2.334, 3.158], [2.858, 1.430, 2.809], [4.913, 0.138, 3.245], [5.302, -2.033, 2.159], [4.455, -3.833, 0.541], [2.675, -4.573, -1.031], [0.719, -3.118, -1.420], [1.140, 4.772, 1.558], [0.479, 6.019, 3.600], [-0.884, 4.908, 5.330], [-1.601, 2.565, 5.061], [-0.955, 1.300, 3.036], [-4.954, -0.436, -0.456], [-4.003, -2.059, -0.802], [-4.802, -3.497, 0.171], [-3.996, -2.491, -2.666], [-1.966, -1.964, 0.020], [-5.982, -0.566, -0.795], [-4.499, 0.400, -0.985], [-4.942, -0.250, 0.616], [-5.824, -3.640, -0.176], [-4.797, -3.232, 1.227], [-4.218, -4.401, 0.011], [-5.036, -2.631, -2.966], [-3.448, -3.418, -2.817], [-3.553, -1.690, -3.251], [-1.878, 0.841, -2.917], [-0.036, 0.780, -3.420], [0.398, 1.283, -4.618], [1.767, 1.211, -4.861], [2.611, 0.654, -3.909], [2.074, 0.175, -2.734], [0.746, 0.233, -2.487], [-0.289, 1.716, -5.332], [2.167, 1.596, -5.791], [3.678, 0.595, -4.073], [2.689, -0.259, -1.958]], "forces_ev_per_a": [[0.45, -0.24, 0.41], [0.19, 0.09, -0.06], [-0.39, -0.16, 0.13], [0.00, 0.19, 0.05], [0.02, 0.05, -0.37], [0.09, -0.13, 0.07], [-0.07, 0.02, 0.00], [-0.02, 0.07, 0.04], [0.03, -0.05, 0.00], [-0.08, 0.01, 0.03], [0.05, 0.00, 0.03], [-0.04, -0.03, -0.04], [0.00, 0.02, 0.01], [-0.22, 0.19, -0.08], [-0.01, 0.01, -0.09], [0.02, 0.01, -0.01], [-0.02, -0.03, -0.01], [0.00, 0.01, 0.01], [0.00, 0.00, 0.00], [0.00, 0.00, 0.00], [-0.01, -0.01, 0.02], [0.00, 0.01, -0.01], [0.00, 0.00, 0.00], [0.00, 0.00, 0.00], [0.00, 0.00, 0.00], [0.00, 0.00, 0.00], [0.00, -0.01, 0.00], [0.00, 0.00, 0.00], [0.00, 0.00, 0.00], [0.00, 0.00, 0.00], [0.00, 0.00, 0.00], [0.00, 0.00, 0.00], [-0.02, 0.05, 0.00], [0.02, -0.09, 0.09], [0.05, 0.05, 0.10], [-0.01, 0.01, -0.06], [-0.11, 0.02, -0.10], [0.00, -0.01, -0.01], [0.01, -0.01, -0.01], [0.00, 0.00, 0.00], [0.00, 0.03, -0.03], [-0.03, -0.05, 0.01], [-0.01, 0.00, -0.01], [0.00, 0.00, 0.00], [0.01, 0.00, 0.03], [0.01, 0.01, 0.01], [0.08, -0.07, 0.02], [-0.09, 0.08, -0.09], [0.02, 0.00, -0.01], [0.01, -0.01, 0.01], [0.00, 0.01, -0.01], [-0.01, 0.00, 0.04], [0.07, -0.01, -0.09], [-0.01, 0.00, 0.01], [0.00, 0.00, 0.00], [0.00, 0.00, 0.00], [0.00, 0.00, 0.00]]}

Entry 3:
{"formula": "C54H120BF4N6", "method": "ωB97M-V/def2-TZVPD", "charge": 5, "fmax_ha_per_bohr": 0.0501, "de_lowest_kcal_mol": 0.0, "lumo_ha": -0.3240, "energy_ha": -2880.94121, "homo_energy_ha": -0.73796, "homo_lumo_gap_ha": 0.4140, "species": ["C", "C", "C", "N", "C", "C", "C", "C", "C", "C", "H", "H", "H", "H", "H", "H", "H", "H", "H", "H", "H", "H", "H", "H", "H", "H", "H", "H", "H", "H", "C", "C", "C", "N", "C", "C", "C", "C", "C", "C", "H", "H", "H", "H", "H", "H", "H", "H", "H", "H", "H", "H", "H", "H", "H", "H", "H", "H", "H", "H", "C", "C", "C", "N", "C", "C", "C", "C", "C", "C", "H", "H", "H", "H", "H", "H", "H", "H", "H", "H", "H", "H", "H", "H", "H", "H", "H", "H", "H", "H", "C", "C", "C", "N", "C", "C", "C", "C", "C", "C", "H", "H", "H", "H", "H", "H", "H", "H", "H", "H", "H", "H", "H", "H", "H", "H", "H", "H", "H", "H", "C", "C", "C", "N", "C", "C", "C", "C", "C", "C", "H", "H", "H", "H", "H", "H", "H", "H", "H", "H", "H", "H", "H", "H", "H", "H", "H", "H", "H", "H", "C", "C", "C", "N", "C", "C", "C", "C", "C", "C", "H", "H", "H", "H", "H", "H", "H", "H", "H", "H", "H", "H", "H", "H", "H", "H", "H", "H", "H", "H", "B", "F", "F", "F", "F"], "positions_angstrom": [[-3.466, 8.301, -27.679], [-3.294, 6.776, -27.613], [-3.247, 6.306, -26.155], [-3.117, 4.802, -26.012], [-4.375, 4.088, -26.530], [-4.596, 2.671, -26.047], [-4.627, 2.660, -24.518], [-3.278, 3.144, -24.002], [-2.930, 4.550, -24.508], [-1.928, 4.206, -26.716], [-4.506, 8.519, -27.416], [-3.260, 8.727, -28.656], [-2.895, 8.843, -26.919], [-2.364, 6.465, -28.092], [-4.127, 6.313, -28.141], [-4.213, 6.527, -25.695], [-2.496, 6.860, -25.596], [-5.221, 4.711, -26.236], [-4.311, 4.139, -27.616], [-5.554, 2.300, -26.411], [-3.814, 1.998, -26.402], [-5.481, 3.262, -24.188], [-4.856, 1.656, -24.162], [-3.428, 3.116, -22.924], [-2.524, 2.452, -24.380], [-3.623, 5.199, -23.965], [-1.974, 4.929, -24.159], [-1.926, 3.130, -26.557], [-1.050, 4.680, -26.283], [-1.997, 4.345, -27.792], [2.430, 14.647, -20.447], [2.635, 13.262, -21.054], [1.610, 12.236, -20.578], [1.612, 10.916, -21.333], [2.928, 10.146, -21.112], [3.082, 9.662, -19.689], [1.850, 8.863, -19.232], [0.554, 9.627, -19.432], [0.387, 10.159, -20.848], [1.434, 11.010, -22.821], [1.412, 14.992, -20.664], [3.092, 15.390, -20.881], [2.510, 14.658, -19.361], [3.654, 12.979, -20.772], [2.617, 13.315, -22.145], [0.631, 12.694, -20.710], [1.819, 11.988, -19.543], [3.686, 10.861, -21.422], [2.859, 9.269, -21.757], [3.237, 10.490, -18.993], [4.012, 9.091, -19.658], [2.013, 8.609, -18.187], [1.831, 7.955, -19.842], [0.389, 10.422, -18.707], [-0.220, 8.862, -19.326], [-0.431, 10.877, -20.857], [0.190, 9.352, -21.554], [0.454, 11.482, -22.925], [1.481, 10.017, -23.249], [2.100, 11.717, -23.313], [-9.633, 4.544, -17.406], [-8.304, 4.963, -18.040], [-8.233, 5.075, -19.547], [-7.178, 6.055, -20.066], [-5.812, 5.866, -19.415], [-4.731, 6.691, -20.125], [-4.658, 6.347, -21.591], [-5.973, 6.482, -22.323], [-7.126, 5.770, -21.558], [-7.609, 7.489, -19.835], [-9.664, 4.826, -16.357], [-9.795, 3.468, -17.450], [-10.464, 5.020, -17.931], [-7.527, 4.302, -17.638], [-8.000, 5.887, -17.528], [-9.179, 5.461, -19.930], [-7.975, 4.130, -20.015], [-5.693, 4.779, -19.434], [-5.956, 6.062, -18.354], [-3.811, 6.541, -19.559], [-4.904, 7.764, -20.011], [-4.300, 5.314, -21.673], [-3.886, 6.955, -22.069], [-5.902, 5.907, -23.250], [-6.235, 7.505, -22.598], [-6.924, 4.710, -21.695], [-8.108, 6.037, -21.937], [-6.888, 8.167, -20.268], [-7.783, 7.558, -18.765], [-8.578, 7.630, -20.313], [0.621, 3.248, -23.931], [1.189, 1.842, -24.165], [2.720, 1.829, -24.128], [3.307, 0.433, -24.215], [3.520, 0.068, -25.690], [3.977, -1.361, -25.986], [3.024, -2.273, -25.259], [3.152, -2.094, -23.754], [2.605, -0.699, -23.408], [4.716, 0.523, -23.646], [-0.399, 3.349, -24.302], [1.182, 4.092, -24.340], [0.525, 3.479, -22.867], [0.892, 1.472, -25.154], [0.637, 1.188, -23.492], [3.005, 2.159, -23.129], [3.116, 2.401, -24.960], [2.546, 0.210, -26.166], [4.162, 0.822, -26.147], [4.047, -1.488, -27.064], [4.976, -1.530, -25.577], [1.984, -2.090, -25.556], [3.144, -3.323, -25.536], [2.436, -2.811, -23.355], [4.164, -2.251, -23.392], [1.540, -0.648, -23.610], [2.759, -0.475, -22.353], [5.154, 1.420, -24.077], [5.216, -0.410, -23.860], [4.618, 0.721, -22.580], [0.295, 9.283, -28.716], [0.922, 8.429, -27.620], [2.439, 8.423, -27.779], [3.198, 7.490, -26.838], [2.868, 6.060, -27.219], [3.886, 5.053, -26.668], [5.267, 5.365, -27.228], [5.633, 6.708, -26.648], [4.648, 7.802, -27.084], [2.856, 7.803, -25.370], [0.644, 10.315, -28.654], [-0.787, 9.210, -28.640], [0.555, 8.954, -29.724], [0.567, 7.401, -27.735], [0.594, 8.804, -26.652], [2.852, 9.404, -27.526], [2.789, 8.233, -28.792], [2.960, 6.011, -28.307], [1.828, 5.831, -26.999], [3.425, 4.087, -26.890], [3.928, 5.159, -25.578], [5.183, 5.343, -28.318], [5.980, 4.589, -26.954], [6.628, 6.990, -27.004], [5.805, 6.624, -25.571], [4.813, 7.794, -28.165], [4.906, 8.806, -26.757], [1.776, 7.812, -25.312], [3.303, 8.768, -25.150], [3.365, 6.984, -24.876], [-8.675, 12.114, -26.767], [-7.548, 12.495, -25.767], [-6.527, 11.396, -25.623], [-5.546, 11.668, -24.497], [-6.272, 11.288, -23.183], [-5.352, 11.219, -21.968], [-4.281, 10.159, -22.162], [-3.490, 10.475, -23.442], [-4.331, 10.749, -24.680], [-5.012, 13.066, -24.390], [-8.375, 11.948, -27.802], [-9.417, 12.904, -26.716], [-9.094, 11.151, -26.464], [-8.086, 12.790, -24.865], [-7.059, 13.413, -26.098], [-5.918, 11.320, -26.525], [-7.047, 10.454, -25.453], [-6.718, 10.332, -23.460], [-7.118, 11.949, -23.007], [-5.930, 10.918, -21.092], [-4.961, 12.215, -21.764], [-4.720, 9.159, -22.185], [-3.589, 10.188, -21.320], [-2.683, 9.784, -23.684], [-2.986, 11.403, -23.146], [-4.697, 9.794, -25.056], [-3.711, 11.257, -25.416], [-4.329, 13.163, -23.553], [-5.828, 13.763, -24.220], [-4.500, 13.281, -25.325], [-0.549, 7.437, -23.841], [-1.816, 7.128, -23.292], [-0.319, 6.587, -24.960], [-0.541, 8.773, -24.255], [0.457, 7.198, -22.896]], "forces_ev_per_a": [[-0.59, -0.12, 0.68], [0.50, 0.11, 0.25], [-0.87, 0.22, -0.93], [0.28, -0.97, 1.08], [-0.22, 0.63, -0.46], [0.14, 0.05, 0.72], [-0.13, -0.29, -0.86], [-0.55, -0.08, -0.84], [-1.22, 0.12, 1.13], [-0.12, 0.29, 0.13], [-0.06, 0.11, -0.28], [-0.01, -0.12, -0.07], [0.41, -0.20, -0.14], [-0.03, 0.14, -0.18], [0.08, -0.06, -0.09], [0.03, 0.01, 0.12], [0.26, -0.63, 0.00], [0.04, 0.03, 0.11], [0.03, -0.02, 0.00], [0.08, 0.16, -0.39], [-0.08, -0.07, -0.11], [0.21, 0.30, 0.15], [0.24, -0.04, 0.04], [1.07, 0.28, 0.15], [0.08, -0.30, 0.60], [-0.20, 0.30, -0.54], [0.30, -0.20, -0.59], [0.04, 0.06, 0.27], [0.13, -0.07, -0.19], [-0.06, 0.29, 0.06], [-1.18, 0.08, -0.13], [0.85, -0.16, -0.04], [0.80, 0.66, -0.61], [0.18, -0.53, -0.28], [-0.95, 0.35, 0.47], [-0.14, 0.52, 0.37], [1.18, 0.23, -0.42], [-0.19, -0.61, -0.28], [0.48, -0.21, 0.49], [-0.71, 1.53, 0.42], [0.05, 0.06, -0.02], [0.22, -0.14, 0.09], [0.28, -0.09, -0.02], [-0.07, -0.33, -0.12], [-0.02, 0.22, 0.06], [-0.19, -0.30, 0.18], [-0.39, 0.02, 0.10], [0.24, -0.33, -0.13], [0.13, 0.16, -0.26], [0.09, 0.09, -0.12], [-0.15, -0.21, 0.10], [-0.27, -0.23, -0.01], [-0.19, -0.17, 0.22], [0.08, -0.11, 0.16], [-0.33, 0.40, 0.27], [-0.04, -0.06, -0.30], [0.13, -0.01, -0.03], [-0.15, -0.44, -0.40], [-0.18, -0.02, -0.01], [0.49, -0.33, 0.34], [-0.27, -0.18, -0.70], [0.95, 0.10, 1.58], [0.05, 0.39, 0.56], [0.11, 0.57, -0.58], [-0.92, -0.47, -0.11], [-0.53, 0.01, 0.91], [1.02, -0.21, -0.10], [-1.01, -0.52, 0.30], [1.10, 0.67, -0.13], [-0.89, -1.19, -0.07], [0.04, 0.09, -0.02], [0.04, 0.00, -0.11], [-0.09, 0.04, 0.20], [-0.04, -0.28, -0.44], [-0.31, 0.34, -0.48], [-0.01, -0.19, -0.19], [-0.24, -0.12, 0.03], [0.63, 0.05, -0.38], [0.18, 0.49, -0.09], [0.18, -0.30, -0.35], [-0.25, -0.03, 0.13], [-0.09, -0.04, -0.06], [-0.03, -0.03, -0.05], [-0.05, 0.26, -0.18], [0.07, 0.08, 0.19], [-0.35, -0.14, 0.31], [-0.02, -0.17, -0.16], [0.11, 0.10, 0.31], [0.37, 0.53, 0.02], [0.06, -0.01, -0.12], [-0.16, 0.46, 0.38], [-0.50, 0.37, -1.16], [-1.44, -1.52, 1.50], [1.66, -0.85, -0.31], [-0.96, 0.17, -0.66], [0.14, 0.63, 0.89], [-0.18, -1.10, -0.54], [-1.13, 0.67, -0.80], [0.25, 0.29, -0.08], [-1.00, 0.70, 0.24], [0.07, -0.23, -0.20], [0.18, -0.25, -0.27], [0.23, -0.18, 0.07], [-0.08, 0.21, -0.08], [0.68, -0.14, 0.37], [0.38, 0.54, -0.26], [0.26, 0.19, 0.23], [-0.07, -0.09, 0.07], [0.24, 0.04, 0.41], [-0.21, -0.04, -0.02], [0.11, 0.00, -0.26], [0.01, 0.28, 0.02], [0.42, 0.06, 0.09], [0.36, 0.02, 0.68], [-0.07, -0.22, 0.14], [0.05, -0.05, -0.23], [0.01, 0.26, -0.03], [0.42, -0.34, -0.26], [0.39, 0.22, 0.07], [0.13, -0.32, 0.06], [0.21, -0.05, -0.26], [0.34, -0.42, -0.69], [0.12, 0.79, 1.01], [-0.54, 0.79, -0.28], [0.84, -0.03, -0.32], [-1.01, 0.42, 0.41], [-0.83, -0.84, 0.12], [0.90, 0.48, 0.22], [1.20, -1.20, -0.85], [0.60, -0.75, -1.91], [-0.31, 0.09, 0.13], [-0.07, 0.35, 0.03], [0.08, -0.20, 0.10], [-0.17, 0.04, 0.16], [0.14, -0.09, 0.09], [-0.19, 0.14, -0.06], [-0.24, -0.37, -0.02], [-0.06, 0.22, -0.03], [0.05, 0.22, 0.50], [0.52, -0.19, -0.12], [-0.07, -0.32, 0.04], [0.32, 0.29, -0.03], [0.10, 0.13, 0.07], [-0.17, 0.28, -0.20], [-0.45, 0.03, 0.09], [-0.51, 0.26, -0.08], [-0.28, -0.05, 0.40], [0.01, -0.23, 0.49], [-0.05, 0.01, 0.15], [-0.37, 0.25, 0.80], [0.60, -0.35, 0.43], [-0.74, 0.66, -1.08], [0.16, 1.04, -0.13], [0.37, -0.90, 1.88], [0.07, -0.28, -0.40], [-0.45, -0.54, -0.26], [0.53, 0.01, -0.52], [-0.02, 1.21, 0.92], [-0.24, -0.25, 0.27], [-0.57, 0.12, -0.52], [0.32, 0.39, 0.02], [-0.23, -0.19, -0.21], [-0.37, 0.20, 0.17], [0.32, -0.42, 0.38], [-0.01, -0.05, -0.16], [-0.12, -0.02, -0.10], [0.41, -0.16, 0.24], [0.15, -0.25, 0.48], [0.22, 0.36, -0.28], [-0.32, 0.34, -0.09], [0.21, -0.09, 0.15], [-0.13, 0.00, -0.05], [0.00, -0.14, 0.01], [-0.21, -0.27, -0.05], [0.23, 0.05, -0.40], [-0.18, 0.13, -0.26], [-0.09, -0.28, -0.29], [0.08, -0.31, -0.08], [-0.04, -0.04, -0.16], [-0.03, 0.24, 0.02], [0.07, -0.45, 0.35], [0.08, 0.11, -0.08], [-0.02, 0.07, -0.09], [0.09, 0.14, -0.10], [-0.08, 0.26, -0.10]]}